Formula: C21H36N6O9
Source: the Open Molecules 2025 dataset
Level of theory: ωB97M-V/def2-TZVPD

```
! RIJCOSX wB97M-V def2-TZVPD def2/J DEFGRID3
* xyz 0 1
C 1.8997 3.8941 -0.3629
O 2.4105 3.0274 0.5981
C 3.6029 2.4007 0.4252
O 4.3000 2.3074 -0.5794
O 4.0939 2.0076 1.5819
C 3.4829 2.0733 2.8474
H 2.6706 4.6546 -0.4874
H 1.0101 4.4357 -0.0413
H 1.6017 3.3143 -1.2365
H 3.5106 3.1100 3.1829
H 4.0379 1.4537 3.5518
H 2.4553 1.7119 2.8077
C -3.8516 -1.8019 2.3276
O -2.4769 -1.9427 1.9658
C -1.7029 -2.2570 2.9756
O -2.1157 -2.3312 4.1547
O -0.4282 -2.4317 2.5720
C 0.5496 -2.5967 3.6324
H -4.4032 -1.3983 1.4784
H -3.9475 -1.1534 3.1984
H -4.3626 -2.7376 2.5540
H 0.5305 -1.7420 4.3086
H 1.5990 -2.7067 3.3589
H 0.2191 -3.5093 4.1285
C 2.9664 -0.9640 -0.7327
O 2.1506 -2.1324 -1.0125
C 2.5123 -3.2782 -0.6428
O 3.5477 -3.5136 0.0137
O 1.6047 -4.2069 -1.0205
C 1.9397 -5.5371 -0.9066
H 2.9504 -0.4296 -1.6826
H 4.0233 -1.1659 -0.5585
H 2.4269 -0.3636 -0.0003
H 1.0438 -6.1560 -0.9551
H 2.3625 -5.7873 0.0665
H 2.6859 -5.8280 -1.6460
C -4.3906 0.6814 -1.0458
C -3.7875 1.5052 0.0308
N -3.3211 2.1341 0.8619
H -5.3317 1.1107 -1.3895
H -4.5510 -0.3470 -0.7222
H -3.6327 0.6262 -1.8272
C -1.4492 -3.2466 -1.9354
C -2.8384 -3.1102 -1.5843
N -3.9404 -2.9805 -1.2344
H -1.3307 -4.1946 -2.4601
H -0.7941 -3.0871 -1.0789
H -1.1429 -2.5035 -2.6717
C -0.8562 3.6611 -3.8483
C -1.7531 4.3883 -2.9405
N -2.5297 4.9037 -2.2396
H -1.0671 3.8527 -4.9004
H -0.9070 2.5857 -3.6777
H 0.0711 4.2119 -3.6903
C 1.8896 0.7950 -4.2639
C 1.2008 1.2249 -5.4505
N 0.6028 1.5234 -6.4229
H 2.8883 1.2275 -4.2036
H 2.0094 -0.2881 -4.2365
H 1.3198 1.0933 -3.3839
C -0.1330 0.8460 0.4616
C -0.4864 0.5548 -0.9064
N -0.8165 0.3315 -1.9793
H -0.4660 0.1417 1.2239
H -0.5376 1.8516 0.5760
H 0.9461 0.8542 0.6153
C -2.0574 2.0652 4.2382
C -0.7386 1.5361 3.8409
N 0.2533 1.1140 3.4715
H -2.0209 2.6849 5.1342
H -2.7296 1.2193 4.3822
H -2.4717 2.6134 3.3920
*
```

Its highest occupied orbital energy is -10.915 eV. The SMILES is COC(=O)OC.COC(=O)OC.COC(=O)OC.CC#N.CC#N.CC#N.CC#N.CC#N.CC#N. The value obtained for the HOMO-LUMO gap is 11.33 eV. The energy above the lowest of the compared OMol25 structures with the same formula, charge and spin comes out at 0.0 kJ/mol. The largest force on an atom comes out at 5.6 eV/Å.

Listed below, in e, are the Löwdin charges computed for each atom: atom 1 (C): -0.051, atom 2 (O): -0.051, atom 3 (C): -0.583, atom 4 (O): 0.109, atom 5 (O): 0.000, atom 6 (C): -0.041, atom 7 (H): 0.108, atom 8 (H): 0.100, atom 9 (H): 0.089, atom 10 (H): 0.100, atom 11 (H): 0.099, atom 12 (H): 0.045, atom 13 (C): -0.037, atom 14 (O): 0.001, atom 15 (C): -0.589, atom 16 (O): 0.068, atom 17 (O): -0.023, atom 18 (C): -0.026, atom 19 (H): 0.076, atom 20 (H): 0.091, atom 21 (H): 0.103, atom 22 (H): 0.082, atom 23 (H): 0.093, atom 24 (H): 0.095, atom 25 (C): 0.029, atom 26 (O): 0.033, atom 27 (C): -0.612, atom 28 (O): 0.080, atom 29 (O): -0.018, atom 30 (C): -0.080, atom 31 (H): 0.084, atom 32 (H): 0.111, atom 33 (H): 0.077, atom 34 (H): 0.098, atom 35 (H): 0.095, atom 36 (H): 0.103, atom 37 (C): -0.049, atom 38 (C): -0.258, atom 39 (N): 0.145, atom 40 (H): 0.086, atom 41 (H): 0.044, atom 42 (H): 0.062, atom 43 (C): -0.073, atom 44 (C): -0.267, atom 45 (N): 0.133, atom 46 (H): 0.088, atom 47 (H): 0.074, atom 48 (H): 0.075, atom 49 (C): -0.085, atom 50 (C): -0.283, atom 51 (N): 0.117, atom 52 (H): 0.081, atom 53 (H): 0.052, atom 54 (H): 0.078, atom 55 (C): -0.089, atom 56 (C): -0.280, atom 57 (N): 0.129, atom 58 (H): 0.089, atom 59 (H): 0.086, atom 60 (H): 0.042, atom 61 (C): -0.072, atom 62 (C): -0.255, atom 63 (N): 0.165, atom 64 (H): 0.064, atom 65 (H): 0.078, atom 66 (H): 0.049, atom 67 (C): -0.044, atom 68 (C): -0.224, atom 69 (N): 0.163, atom 70 (H): 0.084, atom 71 (H): 0.078, atom 72 (H): 0.057